(1)
C58H155N13O16 | ωB97M-V/def2-TZVPD

Geometry as XYZ:
```
242
Properties=species:S:1:pos:R:3:mulliken_charge:R:1
C 16.2355 12.4086 16.8916 -1.110
O 15.1035 13.2489 17.0224 -0.520
C 15.5202 14.4150 17.7812 0.956
C 14.3695 15.1538 18.3614 -1.227
N 13.3803 15.6816 17.3739 0.321
C 12.3066 16.5271 17.9627 -0.438
C 11.3571 17.0481 16.9259 -0.447
O 10.7473 16.0101 16.2459 -0.357
C 10.1008 16.3701 15.0516 -0.988
H 16.5425 11.9083 17.8175 0.519
H 17.0383 13.0266 16.4458 0.407
H 15.9656 11.5620 16.2349 0.351
H 15.9861 15.0590 17.0311 -0.480
H 16.1187 14.1633 18.6691 0.430
H 14.8428 16.0006 18.9367 -0.398
H 13.9055 14.5840 19.1714 0.488
H 12.8881 14.8172 16.9967 0.278
H 12.7530 17.4402 18.4158 -0.196
H 11.8606 15.9991 18.7895 0.769
H 11.8901 17.7380 16.2556 0.173
H 10.6019 17.6853 17.4930 0.345
H 9.7589 15.4851 14.5366 0.298
H 10.8121 16.7458 14.3099 0.346
H 9.3001 17.0540 15.2000 0.397
C 19.8132 16.0513 11.0599 -0.887
O 18.6094 16.7762 11.2290 -0.268
C 18.8064 18.1094 10.7654 -0.071
C 17.4686 18.7919 10.5845 -0.824
N 16.7034 18.8136 11.8641 0.467
C 15.3958 19.3214 11.4960 -0.557
C 15.2910 20.8160 11.0724 -0.704
O 14.4833 21.5175 11.9623 -0.342
C 14.5507 22.8923 11.7045 -0.882
H 20.1593 16.0306 10.0307 0.405
H 19.6868 15.0578 11.4308 0.156
H 20.5888 16.5934 11.6858 0.327
H 19.3968 18.1853 9.8394 0.493
H 19.3435 18.6730 11.5384 -0.328
H 16.8362 18.2799 9.7942 0.397
H 17.6605 19.8583 10.3401 0.417
H 16.6752 17.8070 12.0378 -0.093
H 14.7586 19.1982 12.3906 0.115
H 14.8613 18.7572 10.7093 0.516
H 15.0563 20.9105 10.0034 0.410
H 16.3151 21.2156 11.1491 0.213
H 13.8873 23.4145 12.4275 0.264
H 14.2029 23.1395 10.6922 0.354
H 15.5402 23.2842 11.9141 0.314
C 20.3180 16.9036 15.5214 0.044
O 19.6072 17.5056 16.6048 0.842
C 18.3758 16.9199 16.8681 1.048
C 17.7143 17.8680 17.8590 0.384
N 18.6781 18.2175 18.9912 0.393
C 17.9649 18.8548 20.1243 0.260
C 18.9007 18.9962 21.3035 -0.542
O 19.9177 19.9670 20.9369 -0.153
C 21.0551 20.0466 21.8238 -1.017
H 21.2845 17.4445 15.3992 0.365
H 19.6926 16.9061 14.6207 -0.006
H 20.5705 15.8593 15.7131 -0.958
H 18.5339 15.9496 17.2254 -0.532
H 17.8836 16.7640 15.9541 -0.239
H 16.8284 17.4070 18.3030 -0.202
H 17.4796 18.8079 17.3054 -0.460
H 19.3178 18.8915 18.6502 -0.122
H 17.1269 18.2103 20.3431 -0.487
H 17.6310 19.8629 19.7969 -0.077
H 19.4430 18.0333 21.5664 0.223
H 18.4692 19.3656 22.1987 0.452
H 21.5112 20.9986 21.5452 0.207
H 21.7049 19.2127 21.6151 0.324
H 20.8090 20.0789 22.8643 0.321
C 22.3666 16.6720 25.0083 -1.639
C 22.3910 16.0565 23.6181 0.697
C 23.5446 15.0152 23.5451 -0.745
O 23.2700 13.9597 24.4628 -0.323
C 24.3258 12.9540 24.5736 -0.851
N 21.1137 15.4409 23.2799 0.152
H 22.1136 15.9160 25.7734 0.316
H 21.6162 17.4359 25.0619 0.359
H 23.3416 17.0563 25.3944 0.395
H 22.6572 16.8907 22.8355 -0.013
H 24.5218 15.4374 23.7575 0.606
H 23.5682 14.6314 22.4898 0.256
H 25.1742 13.3939 25.1530 0.306
H 24.6391 12.6099 23.5949 0.330
H 23.9343 12.0413 25.0594 0.256
H 21.3276 14.8443 22.4694 -0.409
H 21.0451 14.7202 24.0114 0.344
C 15.8467 21.3804 22.2386 -1.202
C 16.8194 22.3139 21.5181 1.430
C 16.2383 22.9868 20.3398 -0.428
O 17.2932 23.6558 19.6744 -0.287
C 16.7265 24.5508 18.7330 -0.740
N 17.4004 23.2324 22.4665 -0.665
H 16.3324 21.0975 23.1898 0.357
H 15.5598 20.5024 21.6146 0.032
H 14.8772 21.9051 22.5107 0.454
H 17.6141 21.7198 21.1130 -0.439
H 15.4919 23.7138 20.6717 0.493
H 15.8306 22.2401 19.6505 -0.184
H 16.0460 24.0135 18.0198 0.204
H 17.5380 25.0688 18.2389 0.281
H 16.1076 25.3209 19.2258 0.340
H 16.7425 23.7904 22.9496 0.206
H 18.2177 23.7833 22.2889 0.186
C 24.4334 23.3997 15.5256 -1.392
C 25.3270 24.3442 16.2993 0.745
C 24.7637 25.7278 16.4220 -0.843
O 25.6630 26.5761 16.9593 -0.320
C 25.0944 27.9130 17.0532 -0.719
N 25.4898 23.7541 17.6351 -0.598
H 24.5427 23.4539 14.4345 0.389
H 23.4273 23.4973 15.9145 0.223
H 24.7636 22.3989 15.6466 0.442
H 26.3230 24.4612 15.8033 0.178
H 23.9096 25.5012 17.0732 0.382
H 24.4355 26.0454 15.4068 0.336
H 25.7845 28.5803 17.6490 0.236
H 24.1204 27.8614 17.5805 0.315
H 24.7784 28.2443 16.0789 0.317
H 26.0283 22.9274 17.7667 0.146
H 25.6807 24.3892 18.3730 0.177
C 12.7544 14.0045 13.8536 -1.226
C 13.9578 14.9429 13.7158 1.802
C 15.1509 13.9939 13.4753 -0.867
O 16.4001 14.5861 13.0948 -0.552
C 16.8731 15.5266 14.0252 1.649
N 13.7786 16.0079 12.7561 -0.560
H 11.9705 14.6541 14.2447 -0.048
H 12.9280 13.2605 14.6866 0.244
H 12.5864 13.4686 12.9294 0.550
H 14.0704 15.2583 14.7504 -0.541
H 14.9772 13.2761 12.6621 0.410
H 15.3020 13.4327 14.4291 -0.024
H 17.7403 16.0110 13.4769 -0.794
H 17.2134 14.9807 14.9161 -0.286
H 16.1855 16.3163 14.3711 0.063
H 14.5629 16.6934 12.8809 0.005
H 13.9444 15.6958 11.8236 0.321
C 21.0350 14.4200 18.9820 -0.758
C 19.6167 13.9454 19.4382 2.174
C 19.6708 12.7910 20.4000 -1.590
O 20.6601 13.1085 21.3581 -0.084
C 20.7409 12.1057 22.3168 -0.835
N 18.8997 15.0686 20.0530 0.701
H 21.6047 14.6953 19.8832 0.055
H 20.8784 15.2732 18.3453 -0.034
H 21.6843 13.5920 18.5548 0.275
H 19.0923 13.7197 18.5271 -1.085
H 19.9697 11.8326 19.9808 0.307
H 18.7491 12.6391 20.9222 0.630
H 21.7210 12.1620 22.7744 0.066
H 20.4994 11.1297 21.8817 0.479
H 19.9794 12.2424 23.1131 0.232
H 19.3070 15.2144 20.9887 -0.147
H 19.1740 15.9565 19.6162 -0.697
C 14.9258 18.8714 15.6192 1.248
C 14.5706 20.3249 15.8535 0.558
C 15.0475 20.7778 17.2379 -1.168
O 14.6957 20.0282 18.3313 0.565
C 13.3664 20.2111 18.8015 -0.921
N 15.2027 21.2711 14.9540 -0.391
H 14.1970 18.1637 16.0202 -0.358
H 15.8263 18.6144 16.1221 -0.563
H 14.9700 18.7516 14.5381 -0.593
H 13.5029 20.4552 15.8252 0.619
H 14.7340 21.8135 17.4552 0.534
H 16.1495 20.7863 17.3857 -0.497
H 13.2985 19.4594 19.5473 0.214
H 12.6535 20.0716 17.9613 0.167
H 13.1956 21.2065 19.1680 0.318
H 14.6951 21.2633 14.0761 0.248
H 16.2191 21.1312 14.7683 0.369
C 19.9778 13.5501 15.1237 0.221
C 19.7246 12.0507 14.8646 0.047
C 19.9724 11.3263 16.2169 -0.985
O 21.2889 11.4710 16.6376 -0.045
C 21.6123 10.3876 17.4318 -0.972
N 18.3872 11.8229 14.4170 -0.345
H 19.2598 14.0348 15.8240 -0.177
H 19.8357 14.0708 14.1591 0.149
H 20.9365 13.7327 15.5567 -0.547
H 20.4310 11.8460 14.0840 0.477
H 19.8566 10.2429 16.0839 0.559
H 19.2545 11.6668 16.9712 0.171
H 22.5679 10.6166 17.9242 0.285
H 21.7031 9.4084 16.8639 0.327
H 20.8564 10.1407 18.2516 0.293
H 18.2876 10.9216 13.9950 0.272
H 17.9745 12.5894 13.8897 0.095
C 23.9672 13.2724 15.4546 -1.239
C 23.7326 14.7382 15.0498 1.135
C 23.8063 15.5493 16.3185 -0.443
O 23.6087 16.9342 15.9197 -0.435
C 23.3935 17.7160 17.1098 -0.603
N 24.7100 15.1745 14.0465 -0.764
H 24.4625 13.2121 16.3975 0.314
H 24.6204 12.7962 14.7269 0.439
H 22.9831 12.7105 15.5190 -0.007
H 22.7136 14.8205 14.6373 -0.180
H 24.7503 15.4078 16.7874 0.817
H 23.0834 15.3377 17.0559 -0.180
H 24.2643 17.6426 17.8126 0.361
H 22.5082 17.4033 17.6883 0.065
H 23.2633 18.7375 16.7879 0.305
H 24.5374 16.1725 13.8812 0.322
H 25.6618 15.1211 14.3944 0.289
C 14.2446 16.4521 22.2273 -1.428
C 15.5992 15.7221 21.8491 2.621
C 16.6502 15.9349 22.9431 -0.543
O 16.8054 17.3092 23.1044 0.071
C 17.4073 17.6074 24.2964 -1.075
N 15.3799 14.3076 21.6488 -0.608
H 14.3592 17.5327 22.3536 0.225
H 13.7779 16.0421 23.1691 0.336
H 13.5151 16.3015 21.4255 0.362
H 15.9178 16.1719 20.8796 -1.500
H 17.6200 15.4707 22.6852 -0.101
H 16.3454 15.3682 23.8846 0.349
H 17.7543 18.6066 24.3330 0.270
H 18.2710 16.9695 24.4439 0.363
H 16.7239 17.4233 25.1817 0.279
H 16.2793 13.8891 21.4901 0.161
H 15.0020 13.9453 22.5362 0.372
C 20.3836 21.0254 13.6129 -1.429
C 19.2188 20.8375 14.6586 2.401
C 19.3543 21.9587 15.6692 -1.166
O 20.6033 22.0370 16.3103 -0.329
C 20.6616 21.0894 17.3912 -0.151
N 17.8531 20.8963 14.0360 -0.019
H 21.3297 21.2757 14.0688 0.350
H 20.0735 21.9462 13.0899 0.497
H 20.3492 20.2519 12.8391 0.104
H 19.3164 19.8916 15.2466 -1.639
H 18.5508 21.9744 16.4350 0.209
H 19.3113 22.8546 15.0803 0.597
H 20.9775 20.0583 17.1726 0.050
H 19.6998 20.9979 17.8561 0.117
H 21.3975 21.5692 18.1055 0.215
H 17.8634 21.6821 13.3494 0.189
H 17.6871 20.0999 13.4511 -0.322
```

Relative energy (zero: lowest compared OMol25 entry of this formula, charge and spin) ... 1.665 eV
Frontier orbital gap ... 8.5 eV


(2)
C58H32F5I4N4O5SeTa | ωB97M-V/def2-TZVPD

Geometry as XYZ:
```
110
Properties=species:S:1:pos:R:3:mulliken_charge:R:1
Ta -0.0047 0.6916 -0.4310 2.136
I 5.1597 -6.1977 -5.4006 0.074
C 4.1107 -4.6401 -4.4325 -0.156
C 4.6975 -3.9718 -3.3728 -0.871
C 3.9949 -2.9675 -2.7303 -0.014
C 2.7016 -2.6469 -3.1271 -0.068
C 2.1355 -3.3185 -4.2077 -0.079
C 2.8396 -4.3075 -4.8694 -0.778
C 1.8856 -1.6445 -2.4033 0.697
C 2.2372 -0.3010 -2.4737 0.414
C 3.4139 0.2328 -3.0724 -1.386
C 3.3796 1.5838 -2.8979 -1.793
C 2.1541 1.8928 -2.2392 0.487
C 1.5384 3.1531 -2.0690 1.076
C 2.2185 4.3490 -1.6166 0.960
C 1.4543 5.4283 -1.1356 -0.259
C 2.0365 6.5193 -0.5332 -0.981
C 3.4131 6.5687 -0.3977 -0.114
I 4.3060 8.2561 0.4922 0.086
C 4.1970 5.5074 -0.8182 -0.994
C 3.6062 4.4100 -1.4087 -0.534
C 0.1215 3.1863 -2.2673 0.428
N -0.7353 2.2298 -1.8235 0.190
C -2.0038 2.7131 -2.0576 -0.125
C -3.1443 2.2391 -1.4104 0.759
C -4.4250 2.9303 -1.6971 -0.396
C -4.7597 4.1390 -1.0994 0.245
C -5.9412 4.7784 -1.4335 -0.782
C -6.7815 4.2068 -2.3729 -0.100
I -8.5575 5.2057 -2.9283 0.096
C -6.4697 2.9964 -2.9675 -0.693
C -5.2940 2.3582 -2.6195 0.084
C -3.1552 1.1640 -0.5290 -0.087
C -4.2900 0.7086 0.2055 -1.682
C -3.9288 -0.4469 0.8286 -1.443
C -2.5819 -0.7206 0.4448 0.875
N -2.0900 0.3131 -0.3163 -0.118
C -1.9667 -1.9707 0.5460 0.796
C -0.8652 -2.3110 -0.2471 0.937
C -0.4241 -3.6399 -0.5270 -1.667
C 0.5864 -3.5376 -1.4276 -1.992
C 0.8178 -2.1430 -1.6468 0.472
N -0.1020 -1.4015 -0.9415 -0.082
C -2.5999 -3.0188 1.3703 -0.251
C -2.7176 -2.8342 2.7448 -0.025
C -3.2193 -3.8382 3.5514 -0.681
C -3.6227 -5.0322 2.9809 -0.300
I -4.3494 -6.5869 4.2100 0.081
C -3.5658 -5.2151 1.6108 -0.790
C -3.0595 -4.2085 0.8108 -0.446
C -1.9253 3.9049 -2.8329 -0.990
C -0.5975 4.2132 -2.9390 -1.495
N 1.4742 0.7330 -1.9900 0.160
H 5.6862 -4.2420 -3.0329 0.432
H 4.4394 -2.4572 -1.8897 0.610
H 1.1366 -3.0589 -4.5275 0.525
H 2.3911 -4.8228 -5.7055 0.395
H 4.1733 -0.3371 -3.5677 0.692
H 4.0890 2.2903 -3.2791 0.802
H 0.3783 5.3868 -1.1832 0.325
H 1.4146 7.3122 -0.1451 0.407
H 5.2664 5.5246 -0.6662 0.394
H 4.2370 3.5805 -1.6780 0.311
H -4.0928 4.5797 -0.3730 0.537
H -6.1975 5.7205 -0.9736 0.407
H -7.1264 2.5568 -3.7023 0.397
H -5.0300 1.4139 -3.0713 0.505
H -5.2401 1.2069 0.2347 0.630
H -4.5283 -1.0832 1.4512 0.698
H -0.8161 -4.5377 -0.0929 0.751
H 1.1354 -4.3347 -1.8871 0.486
H -2.3894 -1.9028 3.1789 0.298
H -3.2762 -3.6995 4.6190 0.453
H -3.8943 -6.1401 1.1641 0.421
H -3.0319 -4.3401 -0.2605 0.665
H -2.7601 4.4532 -3.2251 0.649
H -0.1547 5.0360 -3.4680 0.725
O 1.5746 3.8968 1.4282 -0.584
C 0.8264 2.9523 1.5151 -0.458
O 0.2083 2.4262 0.5047 -0.048
C 0.5121 2.3002 2.8675 -0.243
C -0.9550 1.8370 2.9488 -0.268
C -1.2705 1.4958 4.4139 -0.946
C -0.5480 0.1428 4.5586 -0.641
C 0.0624 -0.0235 3.1568 -0.350
O -0.9202 0.5673 2.2986 0.178
C 1.2532 0.9410 3.0088 0.109
C 2.0616 0.6556 1.7340 -0.595
O 3.2375 0.9009 1.6572 -0.591
O 1.3512 0.1451 0.7686 0.001
H 0.7912 3.0007 3.6523 0.632
H -1.6744 2.4895 2.4556 0.638
H -2.3439 1.4035 4.5816 0.353
H -0.8832 2.2605 5.0839 0.401
H -1.2564 -0.6563 4.7721 0.260
H 0.2098 0.1465 5.3384 0.474
H 0.2626 -1.0470 2.8480 0.236
H 1.9424 0.9269 3.8533 0.672
F 3.4896 -6.4903 4.8554 -0.322
C 3.3527 -5.5537 3.9078 0.543
C 4.4457 -5.1673 3.1333 0.130
F 5.6471 -5.7128 3.3590 -0.305
C 4.2893 -4.2167 2.1419 -0.045
F 5.3416 -3.8637 1.3931 -0.298
C 3.0584 -3.5996 1.8888 0.293
Se 2.8864 -2.2812 0.5766 -0.068
C 1.9859 -4.0063 2.6863 -0.191
F 0.7773 -3.4324 2.4958 0.139
C 2.1166 -4.9580 3.6807 -0.194
F 1.0564 -5.2972 4.4311 -0.308
```

Relative energy (zero: lowest compared OMol25 entry of this formula, charge and spin) ... 0.000 eV
Frontier orbital gap (alpha / beta) ... 3.6 / 3.6 eV